Density functional theory data (ωB97M-V with the def2-TZVPD basis set) for a structure of composition C23H39Cl3N3O3RuSSi in a non-equilibrium geometry.

Cartesian coordinates (Å):
C1 -1.72 -1.97 -3.18
C2 -1.15 -2.70 -2.01
H1 -1.32 -2.35 -4.12
H2 -1.49 -0.89 -3.09
H3 -2.81 -2.08 -3.20
C3 -0.52 -3.88 -2.06
C4 -0.34 -4.65 -3.32
H4 -0.13 -4.34 -1.15
H5 -0.06 -3.99 -4.16
H6 -1.25 -5.19 -3.60
H7 0.46 -5.38 -3.18
Ru1 -0.11 1.45 0.81
Cl1 -2.51 1.08 0.75
Cl2 1.82 2.66 0.26
H8 0.81 4.67 4.39
H9 -1.49 6.11 3.58
C5 0.97 4.61 3.30
C6 -1.05 5.89 2.60
N1 -0.33 4.65 2.62
H10 1.52 3.71 3.04
C7 -0.90 3.54 2.21
O1 -0.23 2.46 2.41
H11 -1.85 5.83 1.85
H12 -1.92 3.53 1.79
H13 1.51 5.50 2.99
H14 -0.36 6.69 2.34
H15 1.86 -1.31 -2.49
H16 2.47 -3.80 -1.48
C8 2.71 -0.98 -1.88
C9 3.29 -3.24 -1.01
N2 2.87 -1.87 -0.74
H17 2.54 0.03 -1.50
C10 2.76 -1.38 0.52
O2 2.34 -0.24 0.79
H18 3.57 -3.72 -0.07
H19 3.06 -2.11 1.31
H20 3.62 -1.02 -2.49
H21 4.14 -3.24 -1.70
O3 -0.12 -1.10 -0.96
C11 -1.17 -1.88 -0.71
C12 0.20 -3.18 0.99
C13 -1.04 -2.71 0.56
H22 1.08 -2.90 0.39
C14 0.28 -4.03 2.10
H23 -2.16 -1.38 -0.65
C15 -2.20 -3.12 1.21
H24 1.26 -4.35 2.45
C16 -0.88 -4.47 2.72
C17 -2.13 -4.03 2.26
H25 -3.16 -2.72 0.84
H26 -0.83 -5.15 3.57
H27 -3.05 -4.37 2.73
Si1 -0.47 3.06 -2.40
Cl3 -0.40 1.16 -1.32
C18 1.23 3.70 -2.73
C19 -1.43 4.12 -1.22
C20 -1.40 2.96 -4.01
H28 1.99 2.93 -2.86
H29 1.54 4.37 -1.93
H30 1.19 4.29 -3.66
H31 -0.79 2.61 -4.84
H32 -1.70 3.99 -4.24
H33 -2.32 2.36 -3.96
H34 -1.94 3.55 -0.42
H35 -2.21 4.67 -1.78
H36 -0.76 4.86 -0.77
S1 -0.93 -1.57 4.34
C21 0.74 -1.09 4.27
C22 0.98 -0.23 3.21
N3 -0.15 -0.02 2.43
C23 -1.22 -0.68 2.90
H37 1.49 -1.40 4.98
H38 1.91 0.24 2.91
H39 -2.19 -0.60 2.44

Properties
Relative energy (zero: lowest compared OMol25 entry of this formula, charge and spin) in kJ/mol: 279.65
Expectation value of S²: 8.775
Spin multiplicity: 6
HOMO (spin up / spin down) in hartree: -0.1985 / -0.2479
Frontier orbital gap (spin up / spin down) in eV: 6.08 / 5.56
Total energy in eV: -93956.1961



Density functional theory data (ωB97M-V with the def2-TZVPD basis set) for a structure of composition C23H39Cl6CuO13 in a non-equilibrium geometry.

Cartesian coordinates (Å):
Cu1 0.62 4.18 -1.47
C1 0.29 0.88 -0.24
O1 0.42 2.18 -0.68
H1 1.19 0.25 -0.18
H2 -0.19 0.95 0.75
H3 -0.44 0.38 -0.89
C2 -3.09 2.65 1.55
C3 -2.34 2.60 2.89
C4 -0.83 2.75 2.82
O2 -0.55 3.77 3.80
C5 -1.71 4.17 4.37
O3 -1.74 5.03 5.19
O4 -2.77 3.66 3.75
H4 -3.87 3.40 1.67
H5 -3.66 1.74 1.40
H6 -2.44 2.86 0.69
H7 -2.66 1.70 3.42
H8 -0.47 3.11 1.86
H9 -0.42 1.77 3.08
C6 -0.49 1.09 -4.43
C7 0.47 -0.07 -4.65
C8 1.79 0.06 -3.88
O5 1.86 -1.10 -3.05
C9 0.78 -1.88 -3.28
O6 0.61 -2.99 -2.89
O7 -0.09 -1.26 -4.07
H10 -0.72 1.24 -3.37
H11 -1.41 0.91 -4.98
H12 -0.04 2.04 -4.75
H13 0.54 -0.29 -5.71
H14 1.75 0.96 -3.26
H15 2.66 0.13 -4.54
C10 2.44 -0.05 3.07
C11 1.37 -0.92 3.76
C12 1.33 -0.82 5.27
O8 -0.01 -0.39 5.53
C13 -0.62 -0.05 4.41
O9 -1.73 0.39 4.35
O10 0.11 -0.39 3.32
H16 2.60 0.89 3.62
H17 2.07 0.24 2.09
H18 3.42 -0.52 3.02
H19 1.48 -1.95 3.42
H20 2.02 -0.09 5.70
H21 1.56 -1.76 5.77
C14 -2.16 -1.72 1.71
C15 -2.51 -1.76 0.25
C16 -1.60 -2.69 -0.56
O11 -2.52 -3.30 -1.46
C17 -3.76 -3.22 -0.98
O12 -4.73 -3.72 -1.44
O13 -3.78 -2.38 0.10
H22 -1.13 -1.35 1.85
H23 -2.21 -2.71 2.15
H24 -2.73 -0.95 2.24
H25 -2.64 -0.76 -0.19
H26 -0.98 -3.35 0.03
H27 -0.89 -2.12 -1.17
Cl1 -4.52 1.31 -1.41
C18 -3.41 0.85 -2.65
C19 -3.90 -0.33 -3.50
Cl2 -5.09 0.16 -4.75
H28 -2.47 0.49 -2.22
H29 -3.17 1.74 -3.23
H30 -4.40 -1.04 -2.86
H31 -3.07 -0.81 -4.02
Cl3 5.11 -4.40 -1.95
C20 3.74 -3.24 -1.91
C21 2.98 -3.17 -0.61
Cl4 4.05 -2.94 0.82
H32 3.07 -3.56 -2.70
H33 4.17 -2.26 -2.11
H34 2.37 -4.06 -0.45
H35 2.30 -2.32 -0.64
Cl5 4.97 2.52 1.42
C22 3.97 1.54 0.31
C23 4.53 1.43 -1.11
Cl6 6.13 0.68 -1.04
H36 3.03 2.11 0.29
H37 3.72 0.59 0.78
H38 4.57 2.45 -1.48
H39 3.87 0.86 -1.76

Properties
Relative energy (zero: lowest compared OMol25 entry of this formula, charge and spin) in kJ/mol: 102.54
Expectation value of S²: 0.755
Spin multiplicity: 2
HOMO (spin up / spin down) in hartree: -0.4697 / -0.4697
Net charge: +1
Frontier orbital gap (spin up / spin down) in eV: 5.84 / 4.92
Total energy in eV: -170864.8214



Density functional theory data (ωB97M-V with the def2-TZVPD basis set) for a cluster of 3 separate species, C23H39FI2NO7 in total in a non-equilibrium geometry.

Cartesian coordinates (Å):
C1 2.38 -4.07 3.19
C2 2.17 -3.88 1.69
C3 1.78 -2.44 1.32
C4 0.73 -2.38 0.18
C5 1.23 -1.59 -1.01
C6 -0.65 -1.97 0.75
C7 -1.67 -3.01 0.22
C8 -1.88 -4.15 1.27
C9 -3.21 -4.14 2.03
N1 -2.90 -2.28 -0.31
C10 -3.39 -2.95 -1.57
C11 -3.94 -4.34 -1.29
O1 -4.99 -4.52 -0.70
I1 -2.80 -6.02 -2.01
C12 -2.38 -0.94 -0.71
C13 -1.36 -0.62 0.34
I2 -2.69 -0.27 2.12
C14 -0.56 0.66 0.15
C15 -1.18 1.99 0.50
F1 -0.35 0.73 -1.24
H1 2.92 -5.00 3.34
H2 1.41 -4.25 3.65
H3 2.88 -3.24 3.66
H4 3.05 -4.18 1.14
H5 1.39 -4.58 1.39
H6 2.68 -1.97 0.94
H7 1.43 -1.93 2.20
H8 0.62 -3.41 -0.15
H9 0.51 -1.53 -1.82
H10 2.15 -2.05 -1.36
H11 1.50 -0.59 -0.70
H12 -0.66 -1.93 1.82
H13 -1.33 -3.54 -0.65
H14 -1.05 -4.08 1.96
H15 -1.77 -5.10 0.77
H16 -3.61 -3.16 2.21
H17 -3.04 -4.60 3.00
H18 -3.94 -4.76 1.53
H19 -3.75 -2.29 0.27
H20 -4.24 -2.36 -1.90
H21 -2.65 -2.91 -2.36
H22 -3.14 -0.19 -0.80
H23 -1.84 -1.03 -1.65
H24 0.39 0.60 0.66
H25 -2.21 2.09 0.16
H26 -0.61 2.71 -0.08
H27 -1.05 2.26 1.53
C16 -1.71 4.95 -4.20
C17 -0.83 5.61 -3.17
C18 0.64 5.28 -3.30
O2 1.10 5.41 -1.95
C19 0.04 5.16 -1.14
O3 0.13 5.00 0.04
O4 -1.10 5.12 -1.84
H28 -2.76 5.22 -4.04
H29 -1.43 5.24 -5.21
H30 -1.65 3.86 -4.12
H31 -0.99 6.69 -3.17
H32 1.18 5.97 -3.95
H33 0.82 4.26 -3.64
C20 2.86 4.57 1.29
C21 3.72 3.37 1.61
C22 4.32 2.69 0.41
O5 4.42 1.32 0.85
C23 3.47 1.13 1.80
O6 3.15 0.07 2.22
O7 2.92 2.31 2.17
H34 2.45 5.01 2.20
H35 3.42 5.33 0.75
H36 2.02 4.25 0.69
H37 4.50 3.63 2.34
H38 5.29 3.08 0.13
H39 3.66 2.71 -0.46

Properties
Relative energy (zero: lowest compared OMol25 entry of this formula, charge and spin) in kJ/mol: 0.00
HOMO in hartree: -0.4613
Net charge: +1
Frontier orbital gap in eV: 9.10
Total energy in eV: -59218.5623



Density functional theory data (ωB97M-V with the def2-TZVPD basis set) for a structure of composition C23H39MgN4OS4Si4 in a non-equilibrium geometry.

Cartesian coordinates (Å):
Mg1 1.47 -0.22 0.39
C1 -0.22 -0.10 3.99
C2 1.25 -0.11 3.83
N1 1.93 -0.15 2.73
C3 3.27 -0.18 2.94
C4 3.64 -0.16 4.27
S1 2.25 -0.09 5.29
C5 4.18 -0.21 1.84
C6 5.56 -0.17 1.95
S2 6.30 -0.29 0.39
C7 4.67 -0.38 -0.31
N2 3.73 -0.31 0.57
C8 4.50 -0.52 -1.77
H1 -0.70 -0.14 3.01
H2 -0.54 0.80 4.51
H3 -0.54 -0.96 4.58
H4 4.62 -0.20 4.70
H5 6.16 -0.09 2.83
H6 5.27 -1.17 -2.18
H7 4.56 0.46 -2.26
H8 3.52 -0.95 -1.96
O1 1.40 0.25 -1.49
N3 1.85 1.28 -2.16
C9 1.99 1.16 -3.50
C10 2.44 2.20 -4.28
C11 2.78 3.40 -3.67
C12 2.66 3.50 -2.29
C13 2.17 2.45 -1.52
S3 1.98 2.57 0.15
H9 1.72 0.19 -3.90
H10 2.52 2.06 -5.35
H11 3.14 4.24 -4.25
H12 2.93 4.41 -1.77
C14 -1.51 2.63 2.50
Si1 -2.21 1.80 0.91
C15 -4.13 1.93 1.20
C16 -1.85 3.23 -0.33
Si2 -1.17 -0.25 0.18
Si3 -2.33 -2.19 1.05
C17 -4.26 -2.25 1.24
C18 -1.75 -2.86 2.76
C19 -1.91 -3.69 -0.07
Si4 -2.01 -0.28 -2.09
C20 -3.93 -0.46 -2.26
C21 -1.31 -1.76 -3.10
C22 -1.64 1.25 -3.21
H13 -1.74 3.69 2.54
H14 -0.43 2.53 2.51
H15 -1.91 2.18 3.41
H16 -4.42 2.91 1.55
H17 -4.44 1.20 1.94
H18 -4.68 1.72 0.29
H19 -2.11 4.21 0.07
H20 -2.38 3.10 -1.27
H21 -0.79 3.24 -0.54
H22 -4.61 -1.44 1.86
H23 -4.60 -3.18 1.70
H24 -4.76 -2.16 0.28
H25 -2.14 -2.30 3.60
H26 -0.66 -2.83 2.81
H27 -2.04 -3.90 2.90
H28 -2.46 -3.68 -1.01
H29 -2.11 -4.65 0.41
H30 -0.86 -3.68 -0.30
H31 -4.27 -1.35 -1.74
H32 -4.29 -0.53 -3.29
H33 -4.43 0.38 -1.80
H34 -1.82 -2.69 -2.85
H35 -0.26 -1.89 -2.85
H36 -1.38 -1.64 -4.18
H37 -2.41 2.00 -3.13
H38 -1.53 1.01 -4.27
H39 -0.71 1.71 -2.90
S4 2.39 -3.13 0.08
C23 1.86 -4.67 0.05
N4 1.54 -5.79 0.02

Properties
Relative energy (zero: lowest compared OMol25 entry of this formula, charge and spin) in kJ/mol: 55.61
Expectation value of S²: 0.763
Spin multiplicity: 2
HOMO (spin up / spin down) in hartree: 0.0567 / -0.0496
Net charge: -2
Frontier orbital gap (spin up / spin down) in eV: 1.97 / 4.86
Total energy in eV: -112792.4008



Density functional theory data (ωB97M-V with the def2-TZVPD basis set) for a structure of composition C23H39N4O8P2PtS in a non-equilibrium geometry.

Cartesian coordinates (Å):
Pt1 -0.54 1.49 0.31
C1 -4.05 -3.56 -1.50
C2 -4.32 -2.06 -1.47
C3 -4.15 -1.41 -2.84
O1 -3.53 -1.37 -0.50
P1 -2.01 -1.47 -0.09
O2 -1.76 -0.27 0.75
C4 -0.92 -1.69 -1.52
P2 0.79 -1.34 -1.00
O3 0.94 -0.30 0.04
O4 1.65 -0.91 -2.25
C5 1.67 -1.41 -3.60
C6 0.54 -0.81 -4.42
C7 1.67 -2.93 -3.66
O5 1.31 -2.76 -0.50
C8 2.56 -2.74 0.24
C9 3.35 -3.98 -0.14
C10 2.26 -2.66 1.72
O6 -1.76 -2.81 0.71
C11 -2.32 -2.94 2.05
C12 -2.92 -4.33 2.14
C13 -1.22 -2.71 3.06
H1 -4.69 -4.03 -2.24
H2 -4.24 -4.00 -0.53
H3 -3.01 -3.75 -1.77
H4 -5.35 -1.89 -1.11
H5 -3.21 -1.72 -3.30
H6 -4.15 -0.33 -2.73
H7 -4.96 -1.69 -3.49
H8 -1.21 -0.97 -2.29
H9 -0.99 -2.71 -1.90
H10 2.63 -1.03 -3.98
H11 -0.39 -1.35 -4.28
H12 0.80 -0.85 -5.48
H13 0.41 0.24 -4.14
H14 0.75 -3.34 -3.24
H15 2.51 -3.34 -3.12
H16 1.74 -3.25 -4.70
H17 3.11 -1.84 -0.06
H18 2.77 -4.88 0.09
H19 4.27 -4.00 0.43
H20 3.59 -3.98 -1.20
H21 1.75 -3.56 2.06
H22 1.64 -1.80 1.92
H23 3.19 -2.56 2.28
H24 -3.09 -2.17 2.17
H25 -2.16 -5.06 1.85
H26 -3.77 -4.43 1.47
H27 -3.24 -4.53 3.16
H28 -0.45 -3.48 2.96
H29 -1.63 -2.76 4.07
H30 -0.77 -1.74 2.90
N1 5.00 5.52 3.54
C14 4.14 5.14 2.57
C15 3.28 6.08 1.96
C16 2.43 5.70 0.94
C17 2.44 4.38 0.51
C18 3.24 3.43 1.12
C19 4.09 3.81 2.13
S1 1.32 3.86 -0.77
O7 1.01 4.93 -1.66
O8 1.72 2.60 -1.34
N2 0.01 3.40 0.15
C20 -0.93 4.15 0.73
N3 -0.85 5.46 0.92
C21 -1.90 6.04 1.46
C22 -3.04 5.34 1.84
C23 -3.03 3.97 1.64
N4 -1.98 3.37 1.11
H31 4.97 6.45 3.91
H32 5.55 4.84 4.02
H33 3.30 7.11 2.30
H34 1.77 6.40 0.47
H35 3.19 2.42 0.76
H36 4.75 3.08 2.59
H37 -1.83 7.11 1.61
H38 -3.89 5.83 2.29
H39 -3.87 3.35 1.90

Properties
Relative energy (zero: lowest compared OMol25 entry of this formula, charge and spin) in kJ/mol: 181.36
HOMO (spin up / spin down) in hartree: -0.3654 / -0.3654
Net charge: +1
Frontier orbital gap (spin up / spin down) in eV: 5.76 / 5.76
Total energy in eV: -79482.4776



Density functional theory data (ωB97M-V with the def2-TZVPD basis set) for a structure of composition C23H39N7O6P3S2Sr in a non-equilibrium geometry.

Cartesian coordinates (Å):
Sr1 0.13 0.77 -0.80
C1 1.25 5.18 0.47
P1 1.29 3.34 0.45
C2 1.32 3.01 2.25
C3 3.07 3.05 0.05
C4 3.34 3.29 -1.43
P2 2.12 2.38 -2.48
C5 2.79 0.67 -2.37
C6 2.74 2.85 -4.15
H1 2.05 5.60 1.08
H2 0.29 5.53 0.87
H3 1.35 5.58 -0.54
H4 2.11 3.58 2.76
H5 1.50 1.95 2.44
H6 0.37 3.28 2.70
H7 3.32 2.02 0.32
H8 3.72 3.70 0.65
H9 4.37 2.98 -1.68
H10 3.27 4.36 -1.66
H11 3.86 0.63 -2.58
H12 2.27 0.01 -3.11
H13 2.61 0.25 -1.37
H14 3.81 2.66 -4.25
H15 2.56 3.91 -4.33
H16 2.22 2.28 -4.92
O1 1.23 -0.27 -2.85
N1 0.58 -1.43 -3.16
C7 1.33 -2.56 -3.29
C8 0.72 -3.72 -3.58
C9 -0.71 -3.75 -3.76
C10 -1.44 -2.63 -3.63
C11 -0.78 -1.34 -3.31
S1 -1.58 0.12 -3.13
H17 2.39 -2.48 -3.15
H18 1.28 -4.64 -3.69
H19 -1.17 -4.70 -4.00
H20 -2.52 -2.63 -3.76
N2 -3.70 -6.08 3.21
C12 -2.88 -4.94 3.06
C13 -3.38 -3.81 2.41
C14 -2.62 -2.64 2.35
C15 -1.37 -2.59 2.97
C16 -0.90 -3.70 3.68
C17 -1.67 -4.86 3.74
S2 -0.36 -1.06 2.93
O2 -1.29 -0.09 3.46
O3 0.72 -1.36 3.85
N3 0.07 -0.79 1.41
C18 0.85 -1.74 0.75
N4 0.93 -2.94 1.37
C19 1.65 -3.90 0.80
C20 2.31 -3.76 -0.38
C21 2.19 -2.54 -1.00
N5 1.49 -1.53 -0.50
H21 -4.35 -6.19 2.44
H22 -3.16 -6.92 3.37
H23 -4.36 -3.82 1.95
H24 -2.99 -1.78 1.84
H25 0.05 -3.64 4.19
H26 -1.30 -5.70 4.32
H27 1.68 -4.83 1.36
H28 2.89 -4.57 -0.81
H29 2.68 -2.34 -1.93
N6 -1.58 4.77 -0.80
C22 -1.42 3.86 0.38
P3 -2.62 2.49 0.33
O4 -3.99 3.10 0.46
O5 -2.27 1.65 -0.89
C23 -2.41 1.44 1.79
N7 -3.40 0.32 1.79
H30 -0.94 5.57 -0.84
H31 -2.56 5.09 -0.81
H32 -1.49 4.19 -1.65
H33 -1.57 4.47 1.28
H34 -0.39 3.48 0.35
H35 -2.58 2.01 2.71
H36 -1.36 0.98 1.81
H37 -4.34 0.75 1.71
H38 -3.35 -0.31 2.59
H39 -3.28 -0.19 0.90
O6 -0.71 1.63 0.99

Properties
Relative energy (zero: lowest compared OMol25 entry of this formula, charge and spin) in kJ/mol: 1530.82
HOMO in hartree: -0.0390
Net charge: -1
Frontier orbital gap in eV: 3.19
Total energy in eV: -97562.2867